Record 1
25
Properties=species:S:1:pos:R:3:forces:R:3:nbo_charge:R:1 method="wB97M-V/def2-TZVPD" charge=+1 de_lowest_kj_mol=420.9 multiplicity=1 homo_energy_ev=-12.6
C -3.19823 -0.19559 0.54496 3.58 -0.46 -0.81 0.326
C -0.58402 -1.23007 0.35679 1.48 0.99 -1.30 0.206
C -3.09039 -1.37399 -0.37248 0.87 1.97 -1.12 -0.488
C -1.83953 -2.10926 0.10943 2.86 -1.35 0.87 -0.490
C -0.88377 0.27401 0.25228 0.65 -2.34 0.81 0.633
C 3.51087 0.89351 -0.38893 1.01 -1.80 -1.64 -0.443
C -0.32994 2.36737 -0.55955 -1.33 0.57 2.00 -0.273
N -2.09549 0.50028 0.59385 -3.56 1.78 0.80 -0.428
N 0.58343 -1.69779 0.37611 -1.45 -1.23 -0.35 -0.507
N 3.38355 0.00378 0.77449 2.74 -0.92 -0.28 -0.855
O 0.03652 1.10458 -0.04344 0.52 -1.33 0.59 -0.383
H -3.98859 -0.12177 1.25741 -0.34 0.69 0.54 0.236
H -3.95706 -1.92295 -0.32256 -1.87 -1.65 0.12 0.253
H -3.07907 -0.93103 -1.41514 0.51 -0.85 0.86 0.260
H -1.33925 -2.89967 -0.56037 -1.53 1.07 0.67 0.300
H -1.88904 -2.59476 1.12997 -0.97 0.21 -1.14 0.266
H 3.41413 0.23387 -1.24533 -0.37 -0.45 -0.30 0.191
H 2.82306 1.63172 -0.62880 -2.02 1.33 0.73 0.185
H 4.42665 1.35820 -0.71826 1.13 0.27 1.17 0.194
H -1.11233 2.79830 0.09259 -0.63 -0.53 -1.11 0.219
H -0.43255 2.12434 -1.56558 -1.00 0.77 -1.88 0.215
H 0.40900 3.07156 -0.36992 2.11 0.71 -0.07 0.225
H 1.43633 -1.16326 0.32440 0.29 1.05 0.64 0.416
H 3.48402 0.47272 1.67244 -0.03 0.23 -0.23 0.366
H 4.31169 -0.59411 0.70567 -2.63 1.26 0.43 0.376


Record 2
68
Properties=species:S:1:pos:R:3:forces:R:3:nbo_charge:R:1 method="wB97M-V/def2-TZVPD" charge=+1 multiplicity=1 homo_energy_ev="-10.5 / -10.5"
Ir -0.70210 -1.37878 0.85952 -0.06 0.36 0.43 0.811
C -1.67898 -3.79134 2.30012 -0.04 0.00 0.01 -0.423
N -1.16450 -2.43242 2.64816 -0.06 -0.09 -0.12 -0.430
C 0.10951 -2.53347 3.41202 -0.02 -0.03 -0.03 -0.246
C 0.75440 -1.18004 3.32450 0.02 0.01 -0.06 -0.243
N 1.07406 -0.94124 1.87633 0.17 -0.08 -0.23 -0.365
C 1.39321 0.49573 1.68068 -0.02 0.02 -0.04 -0.417
C 2.27646 -1.74875 1.52232 -0.02 0.03 0.02 0.148
C 3.50219 -1.47640 2.12407 0.02 0.02 -0.02 -0.250
C 4.60743 -2.24067 1.80324 0.00 -0.01 -0.01 -0.218
C 4.48244 -3.28175 0.88635 -0.01 0.01 0.01 -0.175
C 3.26221 -3.55352 0.30371 0.00 0.00 0.00 -0.202
C 2.13684 -2.78457 0.62118 0.05 0.00 -0.01 -0.216
S 0.57683 -3.13670 -0.06885 -0.16 -0.17 0.11 -0.151
C -2.19795 -1.76161 3.47248 0.06 0.01 0.02 0.187
C -2.54268 -2.27811 4.71629 0.00 -0.01 0.02 -0.250
C -3.54053 -1.67753 5.46309 -0.01 0.02 -0.01 -0.196
C -4.20118 -0.55956 4.96628 0.01 -0.01 0.00 -0.182
C -3.85845 -0.04861 3.72952 0.00 0.01 -0.01 -0.190
C -2.84981 -0.64765 2.97420 -0.07 0.00 0.04 -0.239
S -2.39212 0.02254 1.41590 -0.07 -0.22 -0.19 -0.102
H -1.89798 -4.35104 3.20901 0.02 0.00 0.01 0.206
H -0.93638 -4.31218 1.70416 0.00 0.00 0.00 0.242
H -2.59820 -3.67356 1.72834 0.00 0.01 0.00 0.227
H 0.73591 -3.28328 2.92779 -0.02 -0.03 0.01 0.241
H -0.07873 -2.83664 4.44002 0.06 0.02 0.01 0.229
H 1.67386 -1.11616 3.90349 -0.02 -0.01 0.05 0.233
H 0.06333 -0.40205 3.65410 0.01 0.01 -0.01 0.229
H 2.24120 0.78044 2.30149 -0.03 0.01 0.03 0.216
H 0.52408 1.08753 1.95372 0.01 0.00 0.02 0.224
H 1.65869 0.64409 0.63734 -0.03 0.04 -0.02 0.226
H 3.61449 -0.67297 2.84051 -0.01 -0.01 0.01 0.217
H 5.56076 -2.02632 2.26531 0.00 0.00 0.00 0.231
H 5.34368 -3.88484 0.63228 0.00 0.00 0.00 0.231
H 3.15712 -4.36678 -0.40255 0.00 0.00 0.00 0.233
H -2.05207 -3.15899 5.11000 0.01 0.00 -0.01 0.221
H -3.80734 -2.08719 6.42734 0.00 0.00 0.00 0.232
H -4.98413 -0.08906 5.54511 0.00 0.00 0.00 0.233
H -4.36530 0.82143 3.33273 0.00 0.00 0.00 0.233
C 1.55733 6.38004 -5.07936 0.01 0.00 0.00 -0.621
C 1.53693 4.85627 -5.05445 0.01 0.01 -0.01 -0.657
S 0.08673 4.29651 -4.20121 -0.01 0.02 0.06 2.185
O -1.08568 4.68552 -4.93779 0.00 -0.01 -0.01 -0.936
O 0.19190 4.65206 -2.80305 0.00 0.00 -0.01 -0.969
C 0.18636 2.51416 -4.25400 0.00 -0.03 0.00 -0.684
C -1.11983 1.98060 -3.66080 0.03 -0.01 0.00 -0.225
N -0.90518 0.77248 -2.85485 -0.10 0.06 0.06 -0.302
C -0.77790 0.76492 -1.51370 -0.01 -0.03 0.01 0.449
N -0.67016 -0.49594 -1.06858 0.23 0.04 0.00 -0.502
C -0.76342 -1.31739 -2.16235 0.02 0.01 -0.12 -0.002
C -0.89831 -0.54229 -3.26130 -0.15 0.03 0.03 0.140
N -0.95621 -0.98069 -4.62682 0.50 -0.08 0.00 0.530
O -0.80415 -0.13775 -5.49362 -0.18 0.04 -0.01 -0.384
O -1.07104 -2.17097 -4.80386 -0.18 0.02 0.00 -0.330
C -0.80727 2.00648 -0.69826 -0.01 0.01 -0.04 -0.686
H 2.44415 6.71807 -5.61215 0.00 0.00 0.00 0.233
H 1.58573 6.78377 -4.06886 0.00 0.00 0.00 0.232
H 0.67864 6.76920 -5.59024 0.00 0.00 0.00 0.237
H 2.39363 4.44069 -4.52243 0.00 0.00 0.00 0.238
H 1.48774 4.42951 -6.05698 0.00 0.01 0.00 0.244
H 1.04401 2.23299 -3.64223 0.00 -0.02 -0.01 0.241
H 0.33451 2.17264 -5.27622 -0.01 0.02 0.00 0.267
H -1.83571 1.75750 -4.44280 0.00 -0.03 0.00 0.262
H -1.57177 2.71484 -2.99878 -0.02 0.01 -0.03 0.243
H -0.70388 -2.38782 -2.11778 0.02 0.01 0.00 0.270
H -0.44630 2.86664 -1.26011 0.06 -0.01 0.01 0.271
H -0.18852 1.88121 0.17962 0.01 0.00 0.09 0.241
H -1.82258 2.21875 -0.35834 0.00 0.00 -0.05 0.262


Record 3
100
Properties=species:S:1:pos:R:3:forces:R:3:lowdin_spin:R:1 method="wB97M-V/def2-TZVPD" charge=-1 s_squared=2.040 multiplicity=3 homo_energy_ev="-3.0 / -4.9"
W -0.40748 -1.07857 -0.39581 -1.61 -1.08 -0.78 0.967
C 3.72532 3.51663 -0.00911 -0.07 -0.08 -0.01 0.009
C 3.18992 2.12053 -0.13941 -0.11 -0.20 0.16 0.054
C 3.20662 1.21423 0.92329 0.13 0.43 -0.38 -0.005
C 2.69752 -0.05687 0.79389 -0.57 -0.38 -0.53 0.044
C 2.07002 -0.46847 -0.40761 2.17 0.94 -0.25 -0.007
N 1.53022 -1.72287 -0.63231 -0.27 0.94 -0.06 0.018
C 2.03442 -2.87567 -0.11071 0.24 -1.07 0.18 0.003
C 3.36962 -2.99017 0.32649 -0.41 0.35 -0.26 0.000
C 3.87772 -4.16777 0.82189 -0.11 -0.23 -0.03 0.000
C 3.09902 -5.31737 0.87009 -0.06 0.01 -0.08 0.002
C 3.62362 -6.63157 1.37249 -0.04 0.09 0.01 0.000
C 1.79652 -5.23847 0.39569 0.27 0.22 0.08 0.001
C 1.24542 -4.05287 -0.07641 0.11 0.23 -0.03 0.003
C -0.18768 -4.08877 -0.61111 -0.05 -0.56 0.29 0.007
O -0.74118 -2.92837 -1.06041 0.14 0.67 0.08 0.024
C -0.27738 -5.13427 -1.75771 -0.11 -0.32 -0.53 0.000
F -1.31818 -4.92937 -2.55931 -0.20 0.25 0.00 0.000
F -0.40358 -6.40457 -1.31201 0.01 -0.10 0.39 0.000
F 0.81332 -5.13357 -2.52911 0.28 0.26 -0.11 0.000
C -1.15798 -4.51707 0.52599 -0.58 0.35 0.85 0.000
F -0.83758 -5.58897 1.27029 0.33 -0.21 -0.10 0.000
F -2.39158 -4.74707 0.07409 -0.14 -0.04 -0.37 0.000
F -1.24218 -3.48417 1.38649 0.09 -0.64 0.06 0.001
C 2.06052 0.46773 -1.49761 -0.31 -0.33 0.68 0.046
C 2.59402 1.73023 -1.33621 0.17 -0.25 0.09 -0.008
C 1.11922 0.07183 -2.62571 0.59 0.09 -0.15 0.013
O -0.08988 -0.31657 -2.09401 0.21 0.82 -0.91 0.025
C 0.76412 1.22963 -3.58621 -0.27 0.34 -0.48 0.000
F -0.17748 0.87193 -4.46021 -0.20 -0.29 -0.02 0.000
F 0.26142 2.27473 -2.91801 -0.03 0.14 0.37 0.000
F 1.78712 1.70823 -4.31661 0.46 -0.19 0.19 0.000
C 1.67462 -1.13777 -3.44211 0.08 -1.09 -0.15 0.001
F 2.96252 -1.40977 -3.17661 0.07 0.18 0.19 0.002
F 0.96482 -2.23867 -3.17591 0.25 0.13 -0.50 0.001
F 1.62392 -0.96747 -4.77411 -0.12 0.27 -0.21 0.000
H 4.20272 3.66073 0.95599 0.09 0.07 0.08 0.000
H 2.91682 4.24263 -0.10241 -0.02 0.10 0.02 0.003
H 4.44752 3.72643 -0.79801 0.09 0.07 0.01 0.002
H 3.63222 1.51533 1.87139 0.06 0.04 0.08 -0.002
H 2.70932 -0.73197 1.63919 0.05 -0.06 -0.01 0.004
H 4.00402 -2.12257 0.23609 0.09 0.05 0.08 0.001
H 4.90492 -4.19457 1.15809 0.13 -0.04 0.03 0.000
H 4.69492 -6.58337 1.55589 0.07 -0.03 0.05 0.000
H 3.43522 -7.41347 0.63789 0.03 -0.12 0.01 0.000
H 3.12252 -6.91517 2.29899 0.05 -0.09 0.07 0.000
H 1.20442 -6.14137 0.39739 -0.04 -0.01 -0.03 0.000
H 2.54992 2.44543 -2.14471 -0.02 0.05 -0.04 -0.001
C 0.02612 3.29673 4.31599 -0.23 -0.06 -0.07 0.003
C -1.34938 2.85963 3.81319 0.14 0.03 0.36 0.005
N -1.35148 2.59003 2.39499 -0.02 -0.23 0.04 0.060
C -1.82398 3.60053 1.48669 -0.04 0.33 -0.28 0.005
C -0.76778 4.62503 1.07699 -0.22 -0.14 0.12 0.003
C -0.75738 1.45043 1.94649 0.51 -0.32 -1.04 0.090
S -0.39698 1.38813 0.22459 0.04 0.06 0.88 0.044
N -0.39318 0.56203 2.82729 -0.06 -0.23 0.39 0.048
C 0.05122 -0.67457 2.57939 -0.46 0.91 -0.66 0.228
O -0.05848 -1.22957 1.37209 0.81 -0.18 3.03 0.019
C 0.66422 -1.41147 3.64429 0.36 -0.63 0.16 0.013
C 0.78042 -0.85327 4.93129 -0.15 0.01 -0.37 0.058
C 1.39442 -1.55777 5.94069 0.13 -0.18 0.16 -0.003
C 1.92052 -2.82537 5.70789 0.00 0.04 0.02 0.074
C 1.82062 -3.38187 4.43899 0.13 -0.11 0.24 -0.003
C 1.20002 -2.69427 3.42249 -0.20 0.31 -0.29 0.059
H -0.00288 3.46833 5.38929 0.06 0.03 0.15 0.000
H 0.34312 4.21043 3.82079 0.06 0.13 -0.01 0.000
H 0.74832 2.51753 4.09559 0.14 -0.10 0.03 0.000
H -2.08098 3.64703 4.00649 -0.07 -0.08 -0.01 0.000
H -1.65388 1.95023 4.33679 -0.05 0.13 0.01 0.001
H -2.66818 4.10953 1.96149 -0.03 -0.07 -0.04 0.001
H -2.17668 3.09603 0.58609 -0.13 0.07 0.10 0.001
H -0.45778 5.22913 1.92349 0.09 0.14 0.13 0.000
H -1.17778 5.28293 0.31529 -0.01 0.15 -0.14 0.000
H 0.09272 4.10453 0.67179 0.19 -0.01 -0.10 0.000
H 0.37292 0.13123 5.10079 -0.02 0.07 0.04 0.004
H 1.47432 -1.11897 6.92559 0.00 0.04 0.08 -0.002
H 2.40712 -3.36717 6.50669 0.03 -0.04 0.05 0.005
H 2.23862 -4.35917 4.24009 0.01 -0.07 -0.02 -0.002
H 1.12792 -3.13237 2.43679 0.00 -0.03 0.00 0.003
C -5.14038 5.18763 -5.63831 0.09 -0.03 0.01 0.000
C -4.42838 4.15463 -4.81521 0.03 0.04 0.04 0.000
C -4.74168 2.80603 -4.92781 0.01 0.05 0.00 0.000
C -4.14058 1.86323 -4.10961 0.11 -0.21 0.05 0.000
C -3.21528 2.27083 -3.16981 0.30 0.00 0.31 0.000
C -2.85078 3.60713 -3.08061 -0.04 -0.15 -0.12 0.000
C -3.45398 4.54383 -3.89961 -0.09 -0.09 0.00 0.000
S -2.54938 1.21783 -1.83101 -1.74 0.86 -0.79 0.005
C -4.13148 1.45003 -0.90591 0.64 -0.12 0.12 0.002
O -2.54448 -0.19677 -2.24161 -0.53 -0.33 -0.66 0.013
H -5.90338 4.72913 -6.26141 -0.08 0.01 -0.08 0.000
H -4.44008 5.71793 -6.28101 0.01 0.09 -0.10 0.000
H -5.61608 5.92003 -4.98701 -0.07 0.08 -0.03 0.000
H -5.48568 2.49623 -5.65001 -0.04 -0.04 -0.05 0.000
H -4.39458 0.81533 -4.18181 -0.04 -0.13 0.00 0.000
H -2.10318 3.89283 -2.35641 0.14 0.13 0.12 0.000
H -3.18388 5.58813 -3.81651 0.02 0.09 0.00 0.000
H -4.93848 1.11673 -1.54641 -0.11 -0.07 -0.15 0.000
H -4.23928 2.50113 -0.65871 -0.04 0.17 0.03 0.000
H -4.06208 0.82603 -0.01951 -0.01 0.12 0.02 0.002
Cl -2.66698 -1.08777 0.47539 -0.51 -0.14 0.27 0.050


Record 4
10
Properties=species:S:1:pos:R:3:forces:R:3:nbo_charge:R:1 method="wB97M-V/def2-TZVPD" smiles=C1CSC1 de_lowest_kj_mol=80.6 multiplicity=1 homo_energy_ev=-8.5
C -0.73006 0.01053 -0.16438 0.57 -0.51 -0.25 -0.440
C 0.26317 1.14361 0.11072 0.99 1.49 -0.12 -0.493
S 1.72914 -0.00541 -0.03147 -0.31 0.31 0.03 0.110
C 0.27086 -1.09390 0.11700 0.43 -0.48 -2.44 -0.494
H -1.62401 -0.19088 0.37878 -0.72 0.79 1.02 0.210
H -1.07040 -0.07263 -1.18409 0.28 0.48 -0.59 0.207
H 0.37777 1.89748 -0.76983 -0.60 -0.71 2.25 0.233
H 0.31888 1.49273 1.21143 -0.60 0.14 -2.13 0.228
H 0.17320 -1.42121 1.12766 0.03 -1.15 0.30 0.213
H 0.29146 -1.76032 -0.79582 -0.08 -0.36 1.94 0.227


Record 5
52
Properties=species:S:1:pos:R:3:forces:R:3:nbo_charge:R:1 method="wB97M-V/def2-TZVPD" charge=+1 de_lowest_kj_mol=0.0 multiplicity=1 homo_energy_ev=-10.3
Sr -0.08098 -0.07642 -0.21487 -0.03 0.21 -0.02 1.778
C -2.15328 -2.77838 0.73624 0.05 0.01 0.01 -0.427
N -0.97502 -2.08274 1.26322 -0.02 -0.08 0.01 -0.516
C 0.11751 -3.03962 1.46065 -0.02 0.01 0.02 -0.439
C -1.31794 -1.44336 2.55190 -0.07 0.00 -0.07 -0.257
C -0.24538 -0.52815 3.10466 0.13 0.12 0.15 -0.103
C 0.01276 -0.59988 4.47283 -0.04 -0.04 -0.01 -0.229
C 0.91447 0.27416 5.06554 0.02 0.01 -0.01 -0.226
C 1.56760 1.20934 4.27702 0.01 0.05 -0.02 -0.253
C 1.30945 1.25917 2.90835 -0.09 -0.05 0.05 -0.191
C 0.39585 0.40932 2.26479 0.01 -0.08 -0.05 -0.624
H -2.51161 -3.54821 1.43101 -0.01 0.00 0.00 0.193
H -1.90991 -3.26587 -0.20956 0.01 0.00 0.00 0.200
H -2.96024 -2.06541 0.56608 -0.01 0.01 0.00 0.212
H -0.16420 -3.82368 2.17485 0.01 0.00 0.01 0.196
H 0.99833 -2.52525 1.84698 -0.01 0.00 -0.01 0.225
H 0.36152 -3.52425 0.51336 0.01 0.00 0.00 0.190
H -1.56593 -2.22547 3.28314 -0.02 -0.01 0.02 0.187
H -2.23735 -0.87091 2.38448 0.00 0.00 -0.02 0.203
H -0.49494 -1.34050 5.08480 0.02 0.02 -0.01 0.206
H 1.11374 0.21539 6.12840 -0.01 0.00 -0.01 0.217
H 2.28085 1.89306 4.72324 -0.01 -0.01 0.01 0.213
H 1.84135 2.00891 2.32694 0.03 0.00 0.01 0.181
N 1.11525 1.59161 -2.07949 -0.08 -0.17 -0.09 -0.873
C 2.52273 1.36165 -2.11547 -0.02 0.00 0.03 0.114
C 3.43183 2.36525 -2.29328 -0.08 0.08 -0.01 -0.213
C 4.81574 2.09827 -2.31654 0.07 -0.05 0.01 -0.181
C 5.27815 0.82143 -2.19362 0.01 0.04 -0.01 -0.179
C 4.36483 -0.24118 -2.00306 -0.09 0.00 0.02 -0.098
C 4.77354 -1.58699 -1.87476 0.00 0.01 0.00 -0.098
C 3.84109 -2.56211 -1.67070 0.07 -0.06 0.01 -0.262
C 2.49264 -2.18984 -1.55733 -0.07 0.13 0.00 0.073
N 2.06056 -0.95080 -1.66735 0.01 -0.08 -0.03 -0.564
C 2.98029 0.02887 -1.92485 0.05 -0.06 0.02 0.190
H 0.89205 2.56477 -2.24671 0.02 0.04 0.07 0.399
H 0.65792 1.04979 -2.81055 0.07 0.09 -0.05 0.385
H 3.08410 3.38186 -2.43712 0.01 -0.01 0.00 0.223
H 5.50835 2.91695 -2.45691 -0.01 0.00 0.00 0.233
H 6.33751 0.60399 -2.23707 -0.01 0.01 0.00 0.228
H 5.82760 -1.82722 -1.94155 -0.01 0.00 0.00 0.233
H 4.11941 -3.60227 -1.57499 0.00 0.02 0.00 0.240
H 1.74368 -2.94977 -1.35893 0.01 0.00 -0.01 0.194
N -2.09916 2.25148 3.24122 0.23 0.09 0.16 -0.791
C -3.31829 2.49828 2.76285 0.15 -0.07 0.12 0.662
N -4.24182 3.02714 3.57768 -0.01 -0.01 -0.06 -0.766
N -3.69876 2.24165 1.52281 -0.27 0.13 -0.11 -0.645
C -2.88221 1.73846 0.66093 0.16 -0.20 -0.19 0.558
N -2.22548 1.27030 -0.18287 -0.03 0.02 0.11 -0.690
H -1.86433 2.45332 4.19859 -0.02 -0.02 -0.01 0.412
H -1.35055 1.84506 2.68323 -0.13 -0.06 -0.04 0.446
H -4.05472 3.25783 4.53544 0.03 -0.01 0.00 0.408
H -5.15676 3.19474 3.19909 -0.01 0.02 0.01 0.427


Record 6
8
Properties=species:S:1:pos:R:3:forces:R:3:nbo_charge:R:1 method="wB97M-V/def2-TZVPD" smiles="C[S@](=O)(F)=S" de_lowest_kj_mol=67.7 multiplicity=1 homo_energy_ev=-10.3
C 0.15022 -0.00503 -0.01537 0.69 1.28 2.60 -0.814
S 1.96025 -0.31672 -0.20980 -0.30 -0.74 3.29 1.744
O 2.15514 -1.12622 -1.36316 0.08 0.19 -0.44 -0.854
F 2.01671 -1.56085 1.08013 0.12 2.36 -1.76 -0.538
S 3.08421 1.24477 0.18101 -1.42 -2.01 -0.30 -0.310
H -0.26768 0.49944 0.96785 1.71 -0.02 -2.28 0.276
H -0.01455 0.38689 -0.97715 -0.70 1.44 -0.88 0.242
H -0.44301 -0.85494 0.03794 -0.18 -2.49 -0.24 0.253


no.,molar mass (g/mol),E (eV)
1,156.2,-13993.441
2,742.0,-76369.495
3,1135.2,-123375.086
4,74.1,-14042.031
5,450.1,-32393.187
6,114.2,-27519.147